# 1
Density functional theory data (the ωB97M-V functional and the def2-TZVPD basis) for a structure of composition C34H43ClF5I2NO2Si2 at a distorted geometry.

Cartesian coordinates (Å):
1 C -2.8703 -2.1047 3.8915
2 C -1.4221 -1.5181 3.7656
3 C -0.4056 -2.4925 3.0420
4 Cl 1.2171 -2.2155 3.8738
5 Si -0.2719 -2.0957 1.1673
6 F 1.0056 -3.0059 0.6029
7 C -1.9519 -2.6114 0.4098
8 C -2.6755 -1.4649 -0.3891
9 O -3.1056 -1.9962 -1.6637
10 C -3.9921 -0.9373 0.3280
11 N -3.6404 0.3483 1.0039
12 O -0.0446 -0.4149 1.0728
13 Si 1.2291 0.0880 0.0281
14 C 2.6840 0.5640 1.1878
15 C 0.6355 1.6881 -0.8404
16 I 2.0400 3.3494 -0.7292
17 C 0.2189 1.5480 -2.3645
18 C -1.0755 2.4271 -2.5752
19 I -0.3179 -0.4538 -2.9970
20 H -3.4384 -1.8497 2.9715
21 H -3.4499 -1.6812 4.7399
22 H -2.9014 -3.2089 4.0345
23 H -1.0757 -1.2569 4.7881
24 H -1.4916 -0.5517 3.2126
25 H -0.7819 -3.5210 3.2274
26 H -1.7111 -3.4537 -0.2843
27 H -2.6653 -2.9725 1.1856
28 H -2.0533 -0.5587 -0.5358
29 H -3.9827 -2.3686 -1.5518
30 H -4.6791 -0.6503 -0.5015
31 H -4.4346 -1.6851 1.0196
32 H -3.5514 0.2110 2.0047
33 H -4.3585 1.0268 0.7836
34 H 1.7510 -0.9444 -0.8614
35 H 3.0206 -0.4056 1.6385
36 H 3.5469 0.9723 0.6378
37 H 2.3509 1.2002 2.0360
38 H -0.2799 2.0200 -0.2877
39 H 0.9988 1.9897 -3.0232
40 H -1.8910 1.9114 -2.0072
41 H -1.3808 2.4919 -3.6367
42 H -0.9547 3.4115 -2.0844
43 F -2.1540 4.9524 -0.8013
44 C -1.6176 5.9770 -0.1184
45 C -1.9720 7.2708 -0.4568
46 C -1.4246 8.3320 0.2519
47 C -0.5246 8.0875 1.2827
48 C -0.1757 6.7823 1.6089
49 C -0.7271 5.7176 0.9077
50 H -2.6695 7.4409 -1.2673
51 H -1.6996 9.3486 0.0010
52 H -0.0960 8.9162 1.8328
53 H 0.5271 6.5930 2.4104
54 H -0.4708 4.6956 1.1564
55 F -5.3725 -1.7906 5.9371
56 C -6.1696 -2.7954 5.5325
57 C -5.6406 -4.0678 5.3873
58 C -6.4674 -5.1047 4.9746
59 C -7.8080 -4.8581 4.7014
60 C -8.3245 -3.5761 4.8460
61 C -7.5033 -2.5388 5.2690
62 H -4.5926 -4.2410 5.5961
63 H -6.0665 -6.1044 4.8655
64 H -8.4501 -5.6671 4.3756
65 H -9.3676 -3.3839 4.6293
66 H -7.8912 -1.5359 5.3955
67 F 4.6146 0.4958 -1.3137
68 C 5.8906 0.0695 -1.3098
69 C 6.2021 -1.1349 -1.9140
70 C 7.5197 -1.5728 -1.9157
71 C 8.5070 -0.8070 -1.3043
72 C 8.1780 0.3992 -0.6963
73 C 6.8623 0.8447 -0.7027
74 H 5.4188 -1.7205 -2.3775
75 H 7.7765 -2.5102 -2.3925
76 H 9.5338 -1.1519 -1.3025
77 H 8.9462 0.9929 -0.2170
78 H 6.5882 1.7857 -0.2420
79 F 5.7469 -2.6805 -4.6632
80 C 5.2397 -1.8826 -5.6205
81 C 5.7096 -0.5868 -5.7385
82 C 5.1890 0.2356 -6.7293
83 C 4.1998 -0.2433 -7.5815
84 C 3.7343 -1.5461 -7.4473
85 C 4.2603 -2.3744 -6.4643
86 H 6.4745 -0.2297 -5.0598
87 H 5.5535 1.2493 -6.8366
88 H 3.7919 0.4009 -8.3508
89 H 2.9613 -1.9171 -8.1083
90 H 3.9162 -3.3945 -6.3500

Cartesian forces (eV/Å) of the 2 atoms listed first:
-0.126 0.174 -0.266
-0.627 -0.015 0.058

Computed properties:
**Spin multiplicity**: 1

Mulliken population analysis, charges in e, atoms 1 to 6: atom 1 (C): -0.76, atom 2 (C): -0.33, atom 3 (C): -0.20, atom 4 (Cl): -0.22, atom 5 (Si): 0.07, atom 6 (F): -0.35


# 2
Density functional theory data (the ωB97M-V functional and the def2-TZVPD basis) for a structure of composition C34H44BN8O5S3V at a distorted geometry.

Cartesian coordinates (Å):
1 V 0.1699 -0.2959 -0.5126
2 O 0.0413 0.1936 3.8892
3 C -0.3778 0.2452 2.7875
4 O 1.1969 -0.0484 0.7837
5 C -1.1243 -0.9361 2.1319
6 C -1.8919 -1.7180 2.9563
7 C -2.7225 -2.6868 2.3918
8 C -2.8088 -2.7884 1.0189
9 C -1.9815 -1.9893 0.2554
10 N -1.1026 -1.1375 0.8061
11 C -2.0445 -1.8739 -1.2600
12 O -2.8338 -2.4640 -1.9241
13 O -1.1738 -0.9431 -1.6568
14 H -1.8615 -1.5397 4.0237
15 H -3.3243 -3.3235 3.0276
16 H -3.4911 -3.4654 0.5192
17 C 5.9846 -1.2288 -3.3119
18 C 4.8019 -1.9370 -2.6399
19 C 3.7229 -2.1360 -3.7018
20 C 5.2381 -3.3078 -2.1140
21 N 4.2917 -1.1166 -1.5103
22 C 5.2154 -0.7569 -0.4596
23 C 5.0484 0.0296 0.5969
24 N 3.9395 0.7971 0.9975
25 B 3.0181 0.9549 1.8969
26 N 2.7279 0.1232 3.1605
27 C 2.7978 0.6478 4.4452
28 C 2.5919 -0.3568 5.3039
29 N 2.3598 -1.5095 4.5517
30 C 2.4509 -1.2015 3.2306
31 S 2.2900 -2.2239 1.8463
32 C 2.0307 -2.8098 5.2576
33 C 1.3518 -3.8203 4.3389
34 C 3.3455 -3.3813 5.7841
35 C 1.0695 -2.4871 6.4134
36 N 2.2165 2.3432 1.9644
37 C 3.0011 3.4712 1.9462
38 C 2.1979 4.5491 1.9885
39 N 0.8917 4.0971 2.0550
40 C 0.9335 2.7410 2.0243
41 S -0.5523 1.8136 1.8304
42 C -0.2408 5.1273 2.0178
43 C -0.3393 5.6217 0.5757
44 C -1.5972 4.5910 2.4673
45 C 0.1552 6.2637 2.9672
46 C 2.9605 -0.7139 -1.2934
47 S 1.5617 -1.9575 -1.2707
48 H 6.4507 -1.8993 -4.0400
49 H 6.7506 -0.9296 -2.5960
50 H 5.6450 -0.3383 -3.8495
51 H 4.1969 -2.5534 -4.5920
52 H 3.2511 -1.1913 -3.9899
53 H 2.9428 -2.8271 -3.3839
54 H 5.5042 -3.9684 -2.9453
55 H 4.4200 -3.7667 -1.5528
56 H 6.1056 -3.2300 -1.4550
57 H 6.1921 -1.2051 -0.5493
58 H 5.9324 0.0960 1.2280
59 H 1.7337 -0.8937 1.3928
60 H 3.0115 1.6889 4.6341
61 H 2.5914 -0.3555 6.3795
62 H 2.0240 -4.2160 3.5816
63 H 0.4870 -3.3891 3.8309
64 H 1.0141 -4.6466 4.9678
65 H 4.0127 -3.6257 4.9544
66 H 3.1524 -4.2929 6.3555
67 H 3.8525 -2.6665 6.4377
68 H 0.2982 -1.7829 6.0922
69 H 1.5846 -2.0680 7.2800
70 H 0.5818 -3.4060 6.7384
71 H 4.0739 3.3874 1.8929
72 H 2.4464 5.5936 1.9721
73 H -0.6580 4.8093 -0.0847
74 H 0.6171 6.0096 0.2198
75 H -1.0784 6.4238 0.5161
76 H -2.0490 3.9192 1.7423
77 H -2.2570 5.4530 2.5656
78 H -1.5457 4.0900 3.4350
79 H 0.9419 6.8992 2.5592
80 H 0.4819 5.8730 3.9330
81 H -0.7146 6.8978 3.1345
82 O -1.3895 1.7013 -1.3060
83 C -0.7754 2.1973 -2.5058
84 C 0.7086 1.9412 -2.5440
85 C 1.5565 2.8364 -3.1473
86 C 2.9242 2.5757 -3.1503
87 C 3.4018 1.4168 -2.5732
88 C 2.4967 0.5298 -2.0222
89 N 1.1750 0.8070 -1.9743
90 H -1.8131 0.8599 -1.5316
91 H -0.9381 3.2703 -2.5465
92 H -1.2538 1.7588 -3.3807
93 H 1.1541 3.7362 -3.5967
94 H 3.6112 3.2871 -3.5937
95 H 4.4554 1.1792 -2.5269
96 H 2.9727 -0.3896 -0.2609

Cartesian forces (eV/Å) of the 2 atoms listed first:
2.615 0.734 -1.281
0.076 0.024 0.536

Computed properties:
**Energy above the lowest of the compared OMol25 structures with the same formula, charge and spin**: 358.4 kJ/mol
**Total charge**: +1
**Spin multiplicity**: 2

Mulliken population analysis, charges in e, atoms 1 to 6: atom 1 (V): -0.22, atom 2 (O): -0.48, atom 3 (C): 0.49, atom 4 (O): 0.93, atom 5 (C): 0.58, atom 6 (C): -0.94


Number 1: electronic energy -3660.6357 hartree. Number 2: electronic energy -4299.5995 hartree.